C11H18CoNO7P3S | ωB97M-V/def2-TZVPD

```
42
Properties=species:S:1:pos:R:3
C -3.483 -2.078 2.884
H 2.607 0.688 1.801
H -2.575 -5.016 1.467
O 0.738 4.065 -0.792
H 3.849 3.139 1.001
C -3.279 -3.443 2.749
H 2.809 2.816 -2.435
P 0.324 2.255 2.057
H -4.188 0.485 -0.514
P 1.450 2.676 -0.734
O -0.493 3.581 1.608
C -2.596 -1.717 0.672
H 2.606 4.296 1.500
H -1.963 -3.503 -0.364
O 0.648 1.516 -1.252
H -2.283 -0.730 -3.023
N 1.138 -1.643 -0.100
H -3.913 -1.679 3.794
H -2.912 1.432 0.304
H -3.525 -1.702 -2.192
H -1.865 -2.310 -2.364
C -3.142 -1.216 1.850
O 0.709 2.282 3.470
O 2.291 0.944 0.922
Co 0.211 0.003 0.010
C -2.383 -3.091 0.547
C 1.692 -2.634 0.223
C 2.919 3.252 1.557
O -0.446 1.075 1.453
H 0.010 4.140 -0.142
H -3.553 -4.113 3.553
C 1.846 2.331 0.993
H -3.296 -0.151 1.975
H 3.074 3.017 2.610
S 2.429 -3.975 0.634
H -0.621 4.186 2.352
C -2.727 -3.950 1.580
C -2.471 -1.421 -2.202
P -2.045 -0.604 -0.649
C -3.151 0.819 -0.563
H -3.009 1.415 -1.465
O 2.816 2.906 -1.472
```

Summary:
Lowest unoccupied orbital energy (spin up / spin down) in eV: -2.29 / -7.28
Frontier orbital gap (spin up / spin down) in eV: 9.31 / 4.69
E in hartree: -3816.4340
2S+1: 5
Charge: +1

From a natural (NBO) analysis of the wavefunction, the atomic charges in e read: number 1, C, carries -0.181; number 2, H, carries 0.506; number 3, H, carries 0.225; number 4, O, carries -0.978; number 5, H, carries 0.239; number 6, C, carries -0.192; number 7, H, carries 0.537; number 8, P, carries 2.371; number 9, H, carries 0.250; number 10, P, carries 2.407; number 11, O, carries -1.037; number 12, C, carries -0.283; number 13, H, carries 0.243; number 14, H, carries 0.210; number 15, O, carries -1.161; number 16, H, carries 0.257; number 17, N, carries -0.491; number 18, H, carries 0.228; number 19, H, carries 0.264; number 20, H, carries 0.252; number 21, H, carries 0.249; number 22, C, carries -0.226; number 23, O, carries -1.080; number 24, O, carries -0.758; number 25, Co, carries 1.460; number 26, C, carries -0.244; number 27, C, carries 0.075; number 28, C, carries -0.650; number 29, O, carries -1.197; number 30, H, carries 0.547; number 31, H, carries 0.228; number 32, C, carries -0.518; number 33, H, carries 0.224; number 34, H, carries 0.252; number 35, S, carries 0.412; number 36, H, carries 0.535; number 37, C, carries -0.201; number 38, C, carries -0.942; number 39, P, carries 0.832; number 40, C, carries -0.949; number 41, H, carries 0.255; number 42, O, carries -0.968